1.
{"formula": "C6H15NO3", "method": "the ωB97M-V functional and the def2-TZVPD basis", "symbols": ["C", "C", "C", "C", "O", "H", "H", "H", "H", "H", "H", "H", "H", "H", "H", "C", "C", "N", "O", "O", "H", "H", "H", "H", "H"], "coordinates": [[1.401505, 1.422660, 0.604332], [1.815831, 1.380074, 2.043345], [-0.112662, -0.760593, 0.822917], [0.316637, 2.392534, 0.219319], [2.162915, 0.949860, -0.268687], [1.419051, 0.376091, -1.214264], [-0.125651, 2.093746, -0.728258], [2.296154, 2.329908, 2.286903], [0.956789, 1.265780, 2.700982], [2.520252, 0.571441, 2.218943], [-0.799433, -1.598365, 0.920467], [0.854948, -1.112982, 1.172294], [-0.609183, 0.026155, 1.387354], [0.781466, 3.377280, 0.099348], [-0.454666, 2.450622, 0.983255], [-1.613779, -1.011931, -1.491662], [-0.118488, -0.970319, -1.149000], [-2.236941, -2.214052, -0.942322], [0.493486, -2.188089, -1.273479], [0.514513, -0.013372, -1.778107], [-0.127084, -2.843038, -0.907869], [-3.003993, -1.999234, -0.318947], [-2.584987, -2.822459, -1.673247], [-2.072469, -0.092233, -1.128032], [-1.674211, -1.009482, -2.585586]], "forces_ev_per_a": [[1.8, 1.0, -0.9], [-0.1, -0.4, 0.0], [-0.8, -1.4, -2.5], [-0.3, -0.5, -0.1], [-0.7, 0.3, 1.6], [-2.1, -0.9, -1.4], [0.0, 0.0, 0.0], [0.0, 0.1, -0.1], [0.0, 0.0, 0.0], [0.0, 0.0, -0.1], [0.0, -0.3, 0.3], [0.0, 0.3, 0.1], [0.4, 0.4, -0.2], [0.0, -0.1, 0.1], [0.0, 0.1, 0.1], [0.4, -0.1, -0.2], [-0.5, 0.5, 3.3], [-0.2, -0.1, -0.1], [0.0, -0.6, 0.0], [1.9, 1.4, 0.1], [0.1, 0.1, -0.1], [0.1, -0.1, -0.1], [0.0, 0.1, 0.1], [0.0, -0.1, 0.0], [0.0, 0.1, 0.1]], "lowdin_charge": [-0.453, -0.021, -0.004, -0.005, 0.050, 0.088, 0.085, 0.100, 0.084, 0.093, 0.017, 0.045, 0.029, 0.104, 0.084, -0.192, -0.597, 0.002, 0.031, -0.024, 0.091, 0.075, 0.077, 0.117, 0.124], "gap_ev": 8.717, "lumo_ev": 0.5, "multiplicity": 1, "homo_energy_ha": -0.30036}

2.
{"formula": "C6H15NO4Si", "method": "the ωB97M-V functional and the def2-TZVPD basis", "symbols": ["O", "O", "O", "O", "C", "N", "C", "C", "C", "C", "C", "Si", "H", "H", "H", "H", "H", "H", "H", "H", "H", "H", "H", "H", "H", "H", "H"], "coordinates": [[1.228795, -0.966615, -2.921611], [3.002509, 0.316192, -2.289321], [-2.353794, -0.921166, 1.095471], [0.052086, 0.221930, 2.136960], [1.865100, -0.325965, -2.078988], [1.345752, -0.119135, -0.820462], [3.246576, 0.321496, -3.683649], [-3.238314, -0.372631, 2.062807], [0.586229, -0.874115, 2.758821], [-1.742606, 1.763731, 0.499856], [-0.025795, -0.590116, -0.635734], [-0.956320, 0.050301, 0.812654], [1.697228, 0.608149, -0.096470], [3.763482, -0.624300, -3.912656], [3.940349, 1.121747, -3.862897], [2.332851, 0.430521, -4.229914], [-4.052607, 0.173084, 1.648471], [-2.615896, 0.264208, 2.665092], [-3.721129, -1.163018, 2.707549], [1.628939, -0.972426, 2.572356], [0.409202, -0.758066, 3.827838], [0.055970, -1.791438, 2.492554], [-2.404937, 1.505582, -0.391660], [-2.329497, 2.179749, 1.378165], [-1.102148, 2.561157, 0.208072], [-0.596833, -0.380818, -1.506974], [-0.015194, -1.658038, -0.436333]], "forces_ev_per_a": [[1.3, 0.6, 1.0], [-0.2, 0.1, 0.1], [1.6, 0.3, -0.6], [-1.3, 1.2, -1.7], [-2.4, -0.3, 0.6], [0.2, 1.4, 1.8], [1.8, -0.6, -0.3], [0.3, -1.4, 1.0], [-0.7, -1.2, 1.4], [-1.1, -1.1, 0.2], [0.8, -0.5, 1.0], [-1.7, 1.6, 1.0], [-0.4, -1.8, -2.3], [-0.4, 0.3, -0.4], [0.2, 0.5, -0.1], [-0.3, 0.0, -0.4], [-0.5, 0.6, -0.7], [-0.4, 0.5, 0.9], [0.8, 0.5, -0.7], [1.0, -0.2, -0.2], [0.3, -0.1, 0.2], [0.2, -0.3, -0.2], [0.4, 0.7, 1.2], [0.4, -0.8, -1.2], [0.8, 0.5, -0.4], [-0.6, -0.1, -0.9], [-0.1, -0.5, -0.5]], "lowdin_charge": [0.056, -0.005, -0.240, -0.226, -0.594, 0.042, -0.056, -0.164, -0.173, -0.134, -0.208, 0.449, 0.183, 0.107, 0.087, 0.088, 0.070, 0.056, 0.104, 0.076, 0.090, 0.086, 0.062, 0.054, 0.005, 0.086, 0.099], "gap_ev": 10.471, "smiles": "COC(=O)NC[Si](C)(OC)OC", "lumo_ev": 0.7, "multiplicity": 1, "homo_energy_ha": -0.35938}

3.
{"formula": "C6H15NOP", "method": "the ωB97M-V functional and the def2-TZVPD basis", "symbols": ["C", "C", "C", "C", "C", "C", "N", "O", "P", "H", "H", "H", "H", "H", "H", "H", "H", "H", "H", "H", "H", "H", "H", "H"], "coordinates": [[0.497483, -0.673380, -1.436549], [-0.765900, 0.155114, -1.753472], [1.591435, -0.188248, -0.519978], [-1.654208, 0.520234, -0.535685], [2.335453, 0.549954, 1.808728], [-2.458384, -0.556172, 0.073906], [1.356137, -0.224696, 1.033231], [-1.434373, -1.370005, 0.720990], [-0.104070, 0.664579, 0.837514], [0.035618, -1.664769, -1.148518], [1.064346, -0.942124, -2.344718], [-0.512930, 1.141167, -2.172661], [-1.458025, -0.225566, -2.462118], [2.297537, -0.924351, -0.744193], [1.829733, 0.817549, -0.688491], [-2.215519, 1.456611, -0.450892], [2.184538, 0.598549, 2.817637], [3.247813, 0.028052, 1.629086], [2.608729, 1.548846, 1.326689], [-2.995661, -1.342546, -0.600441], [-3.304931, -0.206937, 0.686058], [-1.749527, -2.022979, 1.417976], [0.379585, 1.964788, 0.462178], [-0.774879, 0.896331, 2.043724]], "forces_ev_per_a": [[-2.4, -2.1, -1.0], [-0.1, 2.7, 0.4], [-0.7, -1.0, 2.1], [2.8, -0.5, 1.5], [1.5, 0.9, -4.2], [-1.3, -3.5, -0.3], [-3.0, 0.6, -1.8], [-0.6, -0.7, 1.8], [-1.8, 1.1, 0.5], [1.2, 0.8, 0.3], [-0.6, 0.5, 0.0], [0.3, -0.2, -0.1], [-0.1, -1.1, -0.9], [2.0, -0.4, 0.1], [1.1, 1.4, -1.0], [0.6, 0.2, -0.7], [-0.9, 0.2, 2.5], [0.9, -0.7, 0.2], [-0.9, -0.7, 0.8], [1.0, 1.8, 0.3], [0.8, 0.1, 0.5], [0.2, 1.2, -1.3], [-0.2, -0.4, 0.3], [0.3, 0.0, 0.1]], "lowdin_charge": [-0.199, -0.193, -0.219, -0.265, -0.118, -0.249, -0.299, -0.170, 1.076, 0.138, 0.137, 0.121, 0.109, 0.116, 0.087, 0.130, 0.058, 0.087, 0.112, 0.167, 0.126, 0.157, 0.054, 0.036], "gap_ev": 10.788, "lumo_ev": -3.4, "multiplicity": 1, "homo_energy_ha": -0.52264, "total_charge": 1}

4.
{"formula": "C6H15NOS", "method": "the ωB97M-V functional and the def2-TZVPD basis", "symbols": ["O", "C", "N", "C", "H", "H", "H", "H", "H", "S", "C", "C", "C", "C", "H", "H", "H", "H", "H", "H", "H", "H", "H", "H"], "coordinates": [[1.121520, 0.669709, 0.901084], [0.656776, 1.753999, 0.577900], [-0.533632, 1.863277, -0.084564], [1.339823, 3.071500, 0.872477], [-0.919771, 2.771613, -0.353554], [-1.041210, 1.004408, -0.310917], [2.285800, 2.877639, 1.405552], [0.703550, 3.711673, 1.506463], [1.566591, 3.614568, -0.060389], [-1.399996, -0.787614, -0.490237], [-0.851817, -2.725778, 1.467964], [0.248931, -0.609073, -2.654078], [-1.083660, -1.236430, 1.236972], [0.246444, -1.053387, -1.195761], [-0.713262, -2.922715, 2.544357], [0.045281, -3.073224, 0.928414], [-1.721558, -3.304213, 1.113570], [-0.005206, 0.461381, -2.732594], [1.247708, -0.766777, -3.094718], [-0.487583, -1.189071, -3.235255], [-1.984272, -0.897325, 1.784099], [-0.225053, -0.638699, 1.598846], [0.981864, -0.472822, -0.606201], [0.522731, -2.122640, -1.119429]], "forces_ev_per_a": [[0.5, 0.7, 0.4], [-0.8, 0.7, -0.4], [0.8, 1.6, 0.3], [0.6, 0.2, 0.3], [0.5, -0.6, 0.3], [-0.1, 0.3, 0.0], [-0.5, 0.1, -0.3], [0.2, -0.2, -0.3], [-0.2, -0.2, 0.3], [-0.3, -2.0, -0.2], [-0.1, -0.2, -0.1], [-0.1, -0.1, -0.2], [-0.1, 0.3, 0.7], [0.7, -0.3, -0.1], [0.0, 0.1, -0.4], [-0.3, 0.1, 0.3], [0.4, 0.1, 0.1], [0.1, -0.4, 0.0], [-0.4, 0.1, 0.1], [0.3, 0.3, 0.1], [0.4, -0.2, -0.2], [-0.6, -0.4, -0.3], [-0.6, -0.5, -0.4], [-0.3, 0.5, -0.1]], "lowdin_charge": [-0.032, -0.575, 0.117, -0.016, 0.113, -0.080, 0.085, 0.084, 0.084, 0.894, -0.162, -0.173, -0.518, -0.518, 0.075, 0.065, 0.071, 0.065, 0.077, 0.068, 0.079, 0.060, 0.059, 0.079], "gap_ev": 9.354, "smiles": "CC(N)=O.CCSCC", "lumo_ev": 0.8, "multiplicity": 1, "homo_energy_ha": -0.31333}

5.
{"formula": "C6H15NS", "method": "the ωB97M-V functional and the def2-TZVPD basis", "symbols": ["C", "C", "S", "N", "C", "C", "C", "C", "H", "H", "H", "H", "H", "H", "H", "H", "H", "H", "H", "H", "H", "H", "H"], "coordinates": [[1.719580, 0.085898, 1.103274], [3.147964, -0.375291, 0.874200], [3.653483, -0.132205, -0.878908], [0.699649, -0.676111, 0.490572], [-0.502599, 0.115591, 0.548995], [-1.699449, -0.410563, -0.210166], [-2.990779, 0.372490, 0.064262], [-1.394545, -0.371234, -1.715351], [1.732596, 1.201310, 0.966500], [1.565681, 0.171031, 2.238418], [3.804691, 0.285856, 1.446795], [3.310740, -1.414006, 1.155613], [2.491964, 0.613727, -1.206464], [1.318242, 0.030591, -1.175868], [-0.671999, 0.414519, 1.611469], [-0.408871, 1.149387, 0.121735], [-1.902499, -1.395714, 0.259920], [-2.937471, 1.411880, -0.281020], [-3.814263, -0.161507, -0.396853], [-3.249015, 0.359583, 1.136468], [-0.937378, 0.563834, -2.003571], [-2.280480, -0.678109, -2.269192], [-0.655244, -1.160964, -1.880829]], "forces_ev_per_a": [[0.2, 0.7, 2.1], [0.1, 0.5, -0.5], [1.2, -0.1, 0.3], [-0.1, 1.0, -1.3], [0.4, 1.5, 0.3], [-0.5, 0.0, 0.9], [0.2, -0.1, 0.8], [0.1, -2.1, 1.0], [-0.3, -0.3, -1.0], [0.2, -0.7, -0.5], [0.0, -0.3, 0.2], [-0.1, 0.0, 0.0], [-0.5, -0.6, -0.1], [-0.7, 0.2, 0.3], [-0.7, -0.6, 0.0], [0.6, -0.1, -0.1], [0.2, -0.1, -1.0], [-0.1, -0.2, 0.0], [-0.3, 0.2, -0.5], [0.3, 0.2, -0.2], [-0.2, 0.3, -0.2], [-0.2, 0.4, -0.3], [0.1, 0.3, -0.3]], "lowdin_spin": [0.025, 0.012, 0.182, 0.318, 0.029, 0.000, 0.000, 0.019, 0.009, 0.013, 0.004, 0.002, 0.075, 0.271, 0.008, 0.013, 0.000, 0.000, 0.000, 0.000, 0.017, 0.001, 0.005], "gap_ev": [5.403, 6.310], "s_squared": 0.7561, "lumo_ev": [3.9, 3.7], "multiplicity": 2, "homo_energy_ha": [-0.05623, -0.09583], "total_charge": -1}

6.
{"formula": "C6H15NS", "method": "the ωB97M-V functional and the def2-TZVPD basis", "symbols": ["C", "C", "C", "C", "C", "C", "N", "S", "H", "H", "H", "H", "H", "H", "H", "H", "H", "H", "H", "H", "H", "H", "H"], "coordinates": [[2.173784, 0.448052, 1.078415], [1.940859, -0.544302, -1.169554], [-1.998870, -0.543108, -1.200645], [-2.156109, 0.274798, 1.305517], [1.245418, -0.288550, 0.155107], [-1.348261, -0.318190, 0.167202], [-0.067452, 0.427397, -0.030537], [0.110384, 2.008293, -0.496097], [2.190467, 1.499035, 0.841771], [1.907004, 0.255935, 2.068452], [3.215664, 0.086765, 0.960386], [2.760061, 0.055432, -1.379764], [1.348171, -0.555991, -2.030751], [2.367930, -1.535043, -1.177805], [-1.294624, -0.948206, -1.960487], [-2.774853, -1.271398, -1.230412], [-2.417198, 0.360462, -1.592448], [-2.325634, 1.270903, 1.252583], [-1.500201, 0.131562, 2.171164], [-3.060563, -0.242188, 1.586647], [0.903584, -1.101512, 0.677439], [-1.031408, -1.327768, 0.495158], [0.346301, 2.748343, 0.780025]], "forces_ev_per_a": [[1.4, -0.3, -1.0], [-0.3, -2.0, 0.8], [0.6, -0.1, -0.5], [1.3, -2.9, 0.9], [-0.6, 2.4, -1.4], [0.9, -0.4, -0.9], [1.0, 0.0, 0.4], [-0.6, 1.1, 1.6], [0.0, 0.4, 0.1], [-0.5, 0.1, 1.8], [-0.5, 0.1, 0.0], [1.4, 1.7, -0.1], [-1.4, 0.3, -1.1], [0.3, -0.6, 0.3], [0.0, 0.5, 0.7], [-0.9, -0.6, 0.6], [-0.2, 0.7, -0.3], [-0.6, 3.2, -0.6], [-0.1, 0.2, 0.1], [-0.4, -0.3, -0.4], [-0.2, -2.7, 0.7], [0.0, 0.5, 0.0], [-0.5, -1.1, -1.8]], "lowdin_charge": [-0.091, -0.060, -0.065, -0.054, -0.449, -0.431, -0.529, 0.758, 0.028, 0.058, 0.096, 0.052, 0.053, 0.080, 0.084, 0.059, 0.061, 0.026, 0.085, 0.079, 0.094, 0.133, -0.069], "gap_ev": 9.185, "smiles": "CC(C)N(S)C(C)C", "lumo_ev": 0.8, "multiplicity": 1, "homo_energy_ha": -0.30856}

| no. | molecular weight (g mol⁻¹) |
| --- | --- |
| 1 | 149.19 |
| 2 | 193.28 |
| 3 | 148.17 |
| 4 | 149.26 |
| 5 | 133.26 |
| 6 | 133.26 |